1.
Entry from the Open Molecules 2025 dataset: one molecule with the formula C26H24BrNO4 (the ωB97M-V functional and the def2-TZVPD basis).

Geometry as XYZ:
```
56
Properties=species:S:1:pos:R:3:forces:R:3
O -1.745996 0.053657 2.201937 -0.016 0.067 0.077
C -1.904549 -0.697722 1.259713 -0.054 -0.081 -0.027
N -3.084554 -0.973251 0.650895 0.037 -0.351 -0.350
C -4.353677 -0.458514 0.913997 -0.252 0.161 0.237
C -5.390118 -0.809082 0.051045 0.040 -0.018 0.057
C -6.665610 -0.324564 0.259329 0.010 -0.042 -0.009
C -6.926638 0.510172 1.333297 -0.124 0.083 0.066
C -5.901492 0.848826 2.199275 -0.138 -0.008 -0.083
C -4.619005 0.370303 1.999658 0.196 0.028 0.113
H -3.820525 0.633827 2.673064 0.029 0.000 0.016
H -6.098917 1.494877 3.042852 -0.005 0.033 0.078
H -7.923884 0.891963 1.493384 -0.090 0.022 0.018
H -7.459512 -0.596452 -0.420307 -0.051 -0.032 -0.065
H -5.184751 -1.458641 -0.788265 0.024 -0.062 -0.106
H -3.019527 -1.581347 -0.155971 0.063 0.128 0.121
C -0.762867 -1.468159 0.677366 0.640 -0.059 0.228
C 0.441211 -1.433594 1.244294 -0.396 -0.157 -0.125
C 1.601903 -2.265334 0.787428 -0.083 -0.022 -0.074
C 2.812539 -1.376703 0.593085 0.085 -0.094 0.093
C 3.078216 -0.725889 -0.604493 0.029 -0.025 0.042
C 4.178796 0.103477 -0.730737 0.143 0.091 0.041
C 5.017935 0.286478 0.353177 0.179 0.141 -0.005
C 4.770324 -0.342947 1.560159 0.128 0.123 -0.029
C 3.668179 -1.170016 1.670556 -0.057 -0.003 -0.134
H 3.475175 -1.661952 2.613023 -0.035 -0.082 0.099
H 5.430168 -0.191026 2.400472 0.055 0.015 0.045
Br 6.540694 1.422366 0.183037 -0.183 -0.134 0.020
H 4.380560 0.604692 -1.665124 0.029 0.036 -0.058
H 2.418865 -0.861878 -1.445208 -0.024 -0.016 -0.071
C 1.204607 -3.143473 -0.412876 -0.269 0.243 -0.050
H 2.051599 -3.286221 -1.082998 -0.023 -0.094 -0.012
C 0.039975 -2.577162 -1.233376 0.257 -0.792 -0.384
O 0.508171 -1.515684 -2.002790 0.032 0.058 0.173
C -0.438387 -0.926135 -2.881252 -0.053 0.083 -0.175
C -1.340867 0.070452 -2.199424 0.017 -0.074 0.002
C -0.811547 0.947095 -1.258677 0.043 0.026 -0.142
C -1.625097 1.858287 -0.615672 -0.109 0.035 -0.106
C -2.981021 1.923706 -0.914443 -0.190 0.052 -0.057
C -3.505810 1.064571 -1.866891 -0.056 0.197 0.004
C -2.693432 0.137626 -2.497021 0.199 0.005 -0.044
H -3.115443 -0.536112 -3.230208 -0.054 -0.099 -0.079
H -4.557358 1.122840 -2.096677 -0.111 -0.020 -0.016
C -3.854474 2.910070 -0.186986 0.289 0.290 0.240
O -5.196409 2.793942 -0.603239 -0.173 -0.038 -0.137
H -5.749325 3.314570 -0.013252 0.045 -0.082 -0.012
H -3.481529 3.929714 -0.380865 -0.011 -0.161 0.058
H -3.764726 2.717971 0.892081 0.007 0.046 -0.124
H -1.207295 2.519999 0.128387 0.064 0.075 0.124
H 0.241815 0.898083 -1.024034 0.102 -0.007 0.067
H 0.169276 -0.418817 -3.638946 -0.121 -0.127 0.032
H -1.029816 -1.711469 -3.372000 0.038 0.089 0.000
O -1.067052 -2.222587 -0.434506 -0.100 0.089 0.317
H -0.367758 -3.362761 -1.897953 0.112 0.269 0.164
H 0.884711 -4.119512 -0.045227 0.012 0.010 -0.051
H 1.846979 -2.940564 1.618453 -0.013 0.080 -0.103
H 0.580449 -0.797270 2.103140 -0.110 0.107 0.098
```
Forces are in eV/Å.

Computed properties:
DFT total energy in eV: -107074.537
HOMO-LUMO gap in eV: 8.98
F_max in eV Å⁻¹: 0.917
Multiplicity: 1
Lowest unoccupied orbital energy in eV: 0.59

2.
Entry from the Open Molecules 2025 dataset: C26H24CdF12NO2S3 as an isolated structure at a distorted geometry (the ωB97M-V functional and the def2-TZVPD basis).

Geometry as XYZ:
```
69
Properties=species:S:1:pos:R:3:forces:R:3
Cd 0.668556 0.027159 -0.093296 1.819 0.195 0.284
C -4.676455 2.867550 3.317458 0.133 0.080 -0.050
C -3.757616 2.231476 2.316056 0.002 -0.037 0.096
C -3.954349 2.393795 0.950844 0.052 -0.082 0.181
C -3.134987 1.758446 0.052411 0.224 0.128 0.025
C -2.081558 0.914273 0.459105 -0.402 0.077 0.108
N -1.328058 0.248502 -0.472413 -1.342 0.301 -0.254
C -1.912718 -0.240643 -1.605768 -0.403 -0.122 -0.248
C -3.287424 -0.571505 -1.611668 0.039 -0.070 0.103
C -3.947228 -1.004558 -2.734516 0.094 0.009 -0.186
C -3.263969 -1.160666 -3.933514 0.093 -0.095 -0.031
C -3.939362 -1.620140 -5.192929 0.074 -0.033 0.107
C -1.893898 -0.961373 -3.916876 -0.381 0.088 0.093
C -1.197717 -0.526780 -2.795686 -0.059 0.204 0.090
C 0.331034 -0.543740 -2.864281 0.101 -0.715 -0.645
O 1.059444 0.241801 -2.052644 0.435 0.348 -1.038
C 0.720008 -2.038724 -2.592895 0.212 -0.697 0.091
F 0.079679 -2.967580 -3.320418 -0.144 0.153 -0.129
F 0.456054 -2.360927 -1.299794 -0.116 0.193 -0.013
F 2.031311 -2.273008 -2.771018 0.086 0.176 -0.143
C 0.854358 -0.225842 -4.303488 0.511 0.257 -0.528
F 0.805813 -1.237991 -5.199711 -0.238 -0.321 0.022
F 0.221343 0.803144 -4.880642 -0.272 0.231 0.168
F 2.149084 0.116073 -4.261931 0.228 0.050 0.091
C -1.828228 0.818718 1.852021 0.087 -0.039 -0.139
C -2.672173 1.477085 2.735015 -0.268 0.162 -0.103
C -0.605904 0.050773 2.361337 -0.299 -0.285 0.543
O 0.582166 0.468321 1.859754 0.173 0.692 1.057
C -0.381767 0.174979 3.892537 0.228 -0.030 0.654
F -1.357330 -0.230499 4.732734 -0.304 0.055 -0.178
F 0.694074 -0.556918 4.237826 0.254 -0.222 0.004
F -0.094799 1.432745 4.246800 -0.036 0.357 -0.146
C -0.762375 -1.492852 2.102599 -0.143 -0.892 -0.085
F 0.442600 -2.043758 1.821823 0.004 -0.053 0.047
F -1.553706 -1.821206 1.073866 -0.127 -0.013 0.146
F -1.245404 -2.185954 3.149905 -0.086 0.033 0.202
H -5.669014 3.001912 2.890819 -0.095 0.038 0.056
H -4.299563 3.846389 3.619001 -0.078 0.085 0.109
H -4.758190 2.244327 4.206172 -0.072 0.033 0.103
H -4.760676 3.021379 0.595774 -0.106 0.064 -0.062
H -3.289252 1.906022 -1.006706 -0.007 -0.042 -0.042
H -3.833719 -0.492466 -0.682160 0.007 0.055 -0.010
H -5.004934 -1.231407 -2.683271 -0.093 -0.015 0.024
H -5.020836 -1.572430 -5.084915 -0.100 -0.010 -0.093
H -3.660317 -2.650760 -5.419917 -0.069 -0.057 -0.101
H -3.637934 -0.999643 -6.036198 -0.078 0.005 -0.114
H -1.366346 -1.161495 -4.834021 0.114 -0.042 -0.097
H -2.508184 1.404804 3.796710 0.002 -0.039 0.118
C 4.335648 -1.616777 2.517739 0.217 0.430 0.017
C 4.474340 -1.982306 1.049303 -0.628 0.026 -0.248
S 3.131518 -1.339169 -0.042270 0.898 -0.095 0.147
C 3.998889 -0.107359 -1.061309 -0.229 -0.245 0.215
C 4.527618 1.086904 -0.294201 -0.177 0.406 0.014
S 3.175231 2.167745 0.321147 0.341 -0.214 0.214
C 3.631065 2.337773 2.091005 -0.201 -0.128 -0.592
C 3.482354 1.081799 2.924901 0.218 -0.237 0.171
S 4.984811 0.034488 2.935545 -0.129 -0.157 0.159
H 4.916189 -2.314727 3.125385 -0.084 -0.015 -0.014
H 3.295585 -1.649995 2.835361 -0.043 -0.130 0.069
H 4.410643 -3.067577 0.947169 0.117 0.013 -0.038
H 5.424425 -1.637258 0.642062 0.018 -0.077 -0.011
H 3.226043 0.204825 -1.769087 0.117 -0.115 -0.130
H 4.794901 -0.626640 -1.599566 0.011 0.115 -0.032
H 5.150071 1.689721 -0.957330 0.062 -0.016 0.000
H 5.109278 0.790538 0.576429 0.081 0.006 -0.175
H 2.919497 3.077890 2.456000 0.071 0.112 0.012
H 4.643579 2.741873 2.149395 -0.079 0.129 0.050
H 2.639993 0.490876 2.564883 -0.053 0.050 0.159
H 3.318788 1.360572 3.967548 -0.179 -0.013 -0.072
```
Forces are in eV/Å.

Computed properties:
Total charge: -1
DFT total energy in eV: -102620.619
HOMO-LUMO gap (spin up / spin down) in eV: 6.22 / 6.22
ΔE to the lowest compared entry with this formula, charge and spin in kcal/mol: 11.3
F_max in eV Å⁻¹: 1.851
Multiplicity: 1
Lowest unoccupied orbital energy (spin up / spin down) in eV: 2.31 / 2.31

Q: Among the records above, which one has the highest DFT total energy?
A: C26H24CdF12NO2S3